The molecule C12H27O5P. Source: OMol25; level of theory: ωB97M-V/def2-TZVPD.

HOMO energy (eV): -9.6
Strongest force on any atom (eV Å⁻¹): 0.69
Lowest unoccupied orbital energy (eV): 0.59
Net charge: 0
SMILES: COCCCCCCCCCCCOP(=O)(O)O
Gap between HOMO and LUMO (eV): 10.196
Spin multiplicity: 1
Energy above the lowest of the compared OMol25 structures with the same formula, charge and spin (kcal/mol): 0.0

Bonds (Å) are listed after each position.
Element x y z (Å)
1 C -4.4197 3.7021 -0.9744  O2 1.407, H19 1.087, H20 1.094, H21 1.094
2 O -3.2816 2.8801 -1.0592  C1 1.407, C3 1.420
3 C -3.6073 1.5005 -0.9704  O2 1.420, C4 1.512, H22 1.096, H23 1.097
4 C -2.3208 0.7067 -0.9452  C3 1.512, C5 1.529, H24 1.090, H25 1.091
5 C -2.5547 -0.8047 -0.9523  C4 1.529, C6 1.537, H26 1.092, H27 1.093
6 C -1.3847 -1.5852 -0.3331  C5 1.537, C7 1.533, H28 1.088, H29 1.091
7 C -1.3625 -1.4460 1.1938  C6 1.533, C8 1.545, H30 1.089, H31 1.093
8 C -0.0380 -1.8115 1.8995  C7 1.545, C9 1.527, H32 1.094, H33 1.090
9 C 1.2286 -1.4997 1.1062  C8 1.527, C10 1.543, H34 1.086, H35 1.092
10 C 2.4742 -1.3198 1.9986  C9 1.543, C11 1.533, H36 1.089, H37 1.093
11 C 2.8029 0.1312 2.3694  C10 1.533, C12 1.529, H38 1.093, H39 1.093
12 C 3.6340 0.8873 1.3327  C11 1.529, C13 1.524, H40 1.091, H41 1.090
13 C 2.9583 1.0433 -0.0249  C12 1.524, O14 1.449, H42 1.090, H43 1.085
14 O 3.2450 -0.1296 -0.8263  C13 1.449, P15 1.582
15 P 2.3028 -0.4180 -2.0646  O14 1.582, O16 1.463, O17 1.595, O18 1.602
16 O 1.0362 0.3127 -2.1009  P15 1.463
17 O 3.2113 -0.1757 -3.3529  P15 1.595, H44 0.960
18 O 2.1580 -2.0135 -2.0333  P15 1.602, H45 0.962
19 H -4.0815 4.7292 -0.8637  C1 1.087
20 H -5.0305 3.6219 -1.8781  C1 1.094
21 H -5.0266 3.4511 -0.0993  C1 1.094
22 H -4.1888 1.3269 -0.0581  C3 1.096
23 H -4.2172 1.2294 -1.8410  C3 1.097
24 H -1.7237 0.9892 -1.8121  C4 1.090
25 H -1.7577 1.0242 -0.0659  C4 1.091
26 H -2.6679 -1.1134 -1.9937  C5 1.092
27 H -3.4893 -1.0683 -0.4503  C5 1.093
28 H -0.4784 -1.2071 -0.8023  C6 1.088
29 H -1.5278 -2.6390 -0.5747  C6 1.091
30 H -1.6722 -0.4452 1.4928  C7 1.089
31 H -2.1361 -2.1188 1.5719  C7 1.093
32 H 0.0093 -1.2452 2.8345  C8 1.094
33 H -0.0579 -2.8616 2.1895  C8 1.090
34 H 1.0702 -0.6265 0.4811  C9 1.086
35 H 1.4330 -2.3279 0.4238  C9 1.092
36 H 3.3312 -1.8095 1.5396  C10 1.089
37 H 2.2789 -1.8589 2.9294  C10 1.093
38 H 1.8878 0.6824 2.5997  C11 1.093
39 H 3.3744 0.1146 3.3012  C11 1.093
40 H 3.8546 1.8889 1.7047  C12 1.091
41 H 4.5907 0.3863 1.1858  C12 1.090
42 H 3.3269 1.9317 -0.5372  C13 1.090
43 H 1.8860 1.1658 0.0824  C13 1.085
44 H 3.7133 -0.9666 -3.5636  O17 0.960
45 H 1.2174 -2.2140 -2.0591  O18 0.962